The following is a quantum chemistry calculation of a structure of composition C38H50N9O3SV, from OMol25.

As for the energy above the lowest of the compared OMol25 structures with the same formula, charge and spin: 28.32 kcal per mole. Its expectation value of S² is 3.761. The value obtained for the LUMO energy (spin up / spin down) is -2.206 / -2.426 eV. The HOMO energy (spin up / spin down) comes out at -9.1876 / -9.7512 eV. The value obtained for the total energy is -96291.3838 eV.

ORCA input file:
```
! RIJCOSX wB97M-V def2-TZVPD def2/J DEFGRID3
* xyz 1 4
V -0.44498 -0.43768 1.35232
N -2.63664 1.75841 4.31389
C -2.03136 0.72508 3.67434
S -2.76259 0.12560 2.20451
N -0.95362 0.23212 4.24106
N -0.44638 -0.75128 3.43933
C -0.08168 -1.87865 3.92524
C -0.03690 -2.17670 5.37664
C -0.85692 -3.15582 5.92945
C -0.81971 -3.40688 7.29274
C 0.04152 -2.68655 8.10795
C 0.85800 -1.70640 7.56059
C 0.81501 -1.44705 6.20022
C 0.15200 -2.93004 2.91045
C 0.60207 -4.20037 3.24996
C 0.69958 -5.16789 2.26344
C 0.34622 -4.84462 0.96341
C -0.07118 -3.55075 0.69870
N -0.16259 -2.61170 1.63615
H -3.58326 1.96746 4.05132
H -2.37011 1.92002 5.27197
H -1.53853 -3.70895 5.29401
H -1.46719 -4.16148 7.71931
H 0.07187 -2.88491 9.17116
H 1.52276 -1.13747 8.19709
H 1.42984 -0.66649 5.76997
H 0.86500 -4.41930 4.27466
H 1.04110 -6.16438 2.51040
H 0.39231 -5.57253 0.16606
H -0.34063 -3.24305 -0.30403
C 1.32978 3.25560 0.43430
C 0.63100 2.69952 1.65563
O -0.34204 1.70386 1.32065
H 2.10910 3.96038 0.72957
H 0.62784 3.79220 -0.20522
H 1.77932 2.44848 -0.14751
H 0.13880 3.49271 2.22251
H 1.32550 2.19385 2.32334
H -1.09046 2.06769 0.82913
C -4.23795 4.76991 -2.36805
N -4.22786 3.31268 -2.49490
N -2.96230 2.73980 -2.30867
C -3.07519 1.57777 -1.53452
O -2.14940 0.80362 -1.32072
C -4.46122 1.53569 -1.12842
C -5.09271 2.58562 -1.69105
C -6.50538 3.02678 -1.53726
C -1.95378 2.97136 -3.27331
C -0.62207 2.78316 -2.91552
C 0.37856 3.07947 -3.82651
C 0.06554 3.56129 -5.09096
C -1.26460 3.71825 -5.44991
C -2.27750 3.41878 -4.54981
H -3.52408 5.19483 -3.06871
H -3.97876 5.08267 -1.35216
H -5.22853 5.13475 -2.62594
H -4.88106 0.77292 -0.49598
H -7.06643 2.27431 -0.98924
H -6.97402 3.17776 -2.51001
H -6.56665 3.96528 -0.98360
H -0.38342 2.40825 -1.93267
H 1.41401 2.94407 -3.53884
H 0.85128 3.80762 -5.79279
H -1.52150 4.07936 -6.43704
H -3.31579 3.53471 -4.82934
O 1.74400 -0.28185 1.62917
C 2.83651 -0.75267 1.91294
C 3.23216 -2.17085 1.62533
C 3.71067 -2.11917 0.15390
C 4.71385 -1.00845 -0.21703
C 4.17447 0.43661 -0.18801
C 4.17689 1.08252 1.20829
N 3.88687 0.06820 2.23922
H 2.39975 -2.86199 1.72411
H 4.04267 -2.49198 2.28225
H 2.82031 -2.00646 -0.47105
H 4.15354 -3.08650 -0.08888
H 5.04794 -1.21866 -1.23521
H 5.61344 -1.09071 0.40367
H 3.15501 0.43615 -0.58637
H 4.77057 1.05951 -0.85741
H 3.44771 1.88700 1.26971
H 5.15284 1.50270 1.44618
H 4.71602 -0.46236 2.46291
N 0.27402 -0.58254 -0.74124
C 0.41175 -0.87186 -1.85070
N 0.53941 -1.22769 -3.10718
C -0.70590 -1.49430 -3.85454
C -0.48020 -1.26144 -5.33817
C 0.73250 -2.04300 -5.83633
C 1.97456 -1.67702 -5.02785
C 1.75098 -1.93059 -3.54534
H -1.47427 -0.83573 -3.45134
H -1.00924 -2.53332 -3.67504
H -0.33173 -0.19387 -5.51023
H -1.38050 -1.55876 -5.87787
H 0.90241 -1.84269 -6.89447
H 0.54225 -3.11786 -5.74473
H 2.20982 -0.61900 -5.17253
H 2.83853 -2.25538 -5.35858
H 2.58817 -1.56291 -2.95215
H 1.64118 -3.00581 -3.35427
*
```

The following is a quantum chemistry calculation of a structure of composition C38H51BN10O2PdS4, from OMol25.

As for the energy above the lowest of the compared OMol25 structures with the same formula, charge and spin: 75.25 kcal per mole. The value obtained for the LUMO energy (spin up / spin down) is -7.879 / -7.870 eV. The HOMO energy (spin up / spin down) comes out at -12.6260 / -12.6261 eV. The value obtained for the total energy is -106717.1833 eV.

ORCA input file:
```
! RIJCOSX wB97M-V def2-TZVPD def2/J DEFGRID3
* xyz 2 1
Pd 0.58691 -0.18941 0.40299
C -0.28750 0.61485 6.73060
C 0.13165 -0.05449 5.41835
C 0.42588 -1.54497 5.63007
C 1.37836 0.65589 4.90542
N -1.01083 0.04032 4.48335
C -2.22254 -0.49743 4.81871
C -3.06532 -0.31123 3.77561
N -2.38639 0.33496 2.78609
B -3.12836 0.71344 1.48024
N -3.21924 -0.48602 0.51296
C -4.20934 -0.54306 -0.42510
C -4.10517 -1.72313 -1.07805
N -3.04958 -2.40939 -0.54467
C -2.51133 -1.62995 0.41680
S -1.15157 -1.95828 1.40336
C -2.70535 -3.75782 -1.04530
C -2.45862 -3.63011 -2.55140
C -3.89405 -4.66951 -0.72901
C -1.45665 -4.31712 -0.38279
N -2.48501 1.94627 0.80415
C -2.75784 3.20371 1.26328
C -2.09307 4.09050 0.48689
N -1.39252 3.38263 -0.45322
C -1.64235 2.07267 -0.23955
S -1.07041 0.73630 -1.16033
C -0.56958 4.08716 -1.45705
C -1.53951 4.78140 -2.41778
C 0.29716 5.10236 -0.69752
C 0.33774 3.14964 -2.24882
C -1.12542 0.53205 3.22730
S 0.06971 1.35705 2.32018
H 0.54214 0.59418 7.43115
H -1.12784 0.11356 7.19941
H -0.55752 1.65257 6.55123
H 1.35914 -1.66107 6.17433
H 0.51202 -2.05883 4.67449
H -0.35478 -2.02888 6.20965
H 2.16441 0.55599 5.65008
H 1.18972 1.71666 4.76415
H 1.73988 0.23053 3.97141
H -2.41049 -0.97105 5.75986
H -4.09101 -0.59034 3.66262
H -4.23355 1.00996 1.78600
H -4.91078 0.25263 -0.55288
H -4.70415 -2.11364 -1.87367
H -3.37871 -3.46072 -3.10302
H -1.99188 -4.53334 -2.93346
H -1.77075 -2.80919 -2.74419
H -4.81697 -4.30666 -1.17202
H -4.03837 -4.73738 0.34673
H -3.70240 -5.66892 -1.10817
H -0.59242 -3.68993 -0.59041
H -1.24800 -5.29661 -0.80448
H -1.59547 -4.43720 0.68875
H -3.39725 3.37451 2.10291
H -2.06656 5.15867 0.53587
H -2.18638 5.47737 -1.89061
H -2.16260 4.04787 -2.92442
H -0.98787 5.33027 -3.17503
H -0.25905 5.99918 -0.44294
H 1.13949 5.40435 -1.31194
H 0.68082 4.65911 0.21822
H -0.23312 2.49103 -2.89802
H 0.97274 2.55221 -1.59507
H 0.97876 3.75646 -2.88339
C 0.52156 1.48436 -6.53568
C 0.83060 0.45725 -5.49557
C 2.09411 -0.12990 -5.44400
C 2.40863 -1.06122 -4.47119
C 1.44808 -1.41759 -3.54095
C 0.18112 -0.87564 -3.59545
C -0.12364 0.06931 -4.55984
S 1.82630 -2.67432 -2.34350
O 1.01041 -3.83263 -2.57660
O 3.24650 -2.83113 -2.23001
N 1.33218 -1.97593 -0.87034
C 1.78137 -2.62154 0.21346
C 2.09080 -4.00210 0.25048
C 2.51048 -4.56015 1.43460
C 2.64009 -3.75514 2.56345
C 2.30723 -2.41158 2.45578
N 1.88532 -1.86225 1.33431
H 0.81490 1.12263 -7.51870
H 1.08248 2.39817 -6.34183
H -0.53673 1.72813 -6.54996
H 2.83616 0.14607 -6.17951
H 3.37360 -1.53850 -4.42784
H -0.56541 -1.20420 -2.89113
H -1.11393 0.50053 -4.59425
H 1.94636 -4.58725 -0.64197
H 2.71315 -5.61746 1.49320
H 3.00060 -4.14569 3.49965
H 2.41885 -1.75399 3.30674
N 5.69945 3.49246 -1.14644
C 4.68876 2.71125 -0.74677
C 3.65419 3.21245 0.06545
C 2.61623 2.38675 0.41924
N 2.52240 1.11279 0.01904
C 3.51418 0.60932 -0.72562
C 4.59467 1.35803 -1.12514
H 5.78670 4.43181 -0.79563
H 6.48507 3.09493 -1.63102
H 3.69201 4.23057 0.41481
H 1.82313 2.74808 1.06363
H 3.43451 -0.43687 -1.00012
H 5.37646 0.90757 -1.71369
*
```